Below is a structure of composition C19H24N5O2PS3W at a distorted geometry, with properties calculated with wB97M-V/def2-TZVPD.

As for the orbital gap: 5.36 eV. For the energy relative to the best compared isomer or geometry (same formula, charge and spin), the calculation gives 91.90 kJ/mol. As for the total charge: +4.

Last column: natural (NBO) charge in e.
Element x y z (Å)
W1 0.07312 0.19232 1.38621  1.6407
S1 0.41050 -0.24495 3.69387  0.1789
C1 2.07797 -0.22977 4.08941  -0.1758
C2 2.43618 -0.42359 5.45059  0.1402
N1 2.70637 -0.57108 6.55861  -0.0330
C3 2.96928 -0.03395 3.06649  -0.2656
S2 2.34938 0.09853 1.47062  0.3453
C4 4.38105 0.04008 3.19142  0.1492
N2 5.52945 0.10316 3.23835  -0.0541
N3 -0.65146 -5.31089 1.48174  -0.6893
C5 -1.07579 -4.06017 1.44913  0.3946
C6 -0.19465 -2.94748 1.33903  -0.0191
N4 -0.72087 -1.72728 1.31465  -0.4654
C7 -2.04990 -1.52814 1.38127  -0.1148
C8 -2.88666 -2.64039 1.52054  0.1015
N5 -2.40844 -3.85774 1.54094  -0.3325
H1 0.32196 -5.56850 1.44743  0.4307
H2 -1.33245 -6.05289 1.58350  0.4562
H3 0.88093 -3.04800 1.31887  0.2410
H4 -2.44726 -0.51436 1.31955  0.2222
H5 -3.96110 -2.51678 1.59920  0.2586
C9 -3.38878 2.47992 2.42249  -1.0210
P1 -1.69568 3.01130 2.46742  1.9100
C10 -1.13658 3.27120 4.12942  -1.0217
C11 -1.42038 4.43552 1.44962  -1.0124
O1 -0.79628 1.81345 1.82957  -1.0115
H6 -4.01364 3.33770 2.69217  0.3201
H7 -3.56890 1.69043 3.15378  0.2885
H8 -3.67416 2.16153 1.41916  0.2800
H9 -1.74365 4.07128 4.56632  0.3178
H10 -0.09322 3.58965 4.14157  0.2949
H11 -1.27404 2.37436 4.73484  0.2892
H12 -1.96937 5.27233 1.89345  0.3150
H13 -1.79736 4.27287 0.43978  0.2852
H14 -0.36094 4.69368 1.43132  0.2918
C12 0.22512 -1.73770 -7.20670  -0.7072
C13 0.41119 -1.10182 -5.89918  0.3227
C14 1.54016 -1.43906 -5.07900  -0.2048
C15 1.75559 -0.82524 -3.89342  -0.0665
C16 0.83401 0.19556 -3.45648  -0.3197
C17 -0.34064 0.49983 -4.25599  -0.0677
C18 -0.52126 -0.12573 -5.44272  -0.2333
S3 1.04356 1.19654 -2.18050  1.0865
C19 2.78824 1.18693 -1.79728  -0.7915
O2 0.47500 0.35725 -0.33351  -0.7820
H15 0.91864 -2.55391 -7.38788  0.2719
H16 0.36936 -0.97322 -7.98693  0.3237
H17 -0.80787 -2.08294 -7.32467  0.3020
H18 2.23609 -2.18814 -5.43509  0.2779
H19 2.62516 -1.08424 -3.30545  0.2452
H20 -1.03200 1.26774 -3.92940  0.2607
H21 -1.36901 0.12858 -6.06667  0.2825
H22 3.16010 0.18615 -1.59476  0.2735
H23 2.94280 1.85430 -0.95293  0.2835
H24 3.27112 1.60574 -2.68377  0.3074

Below is a structure of composition C25H47ClCoINO3Si2 at a distorted geometry, with properties calculated with wB97M-V/def2-TZVPD.

As for the orbital gap (spin up / spin down): 6.89 / 6.73 eV. Its multiplicity is 4. For the energy relative to the best compared isomer or geometry (same formula, charge and spin), the calculation gives 27.09 kJ/mol. As for the total charge: 0.

Last column: Löwdin spin population.
Element x y z (Å)
O1 -0.74784 -2.50146 -2.22874  0.0009
O2 -3.78000 -4.22558 -1.75052  0.0000
C1 -0.65770 -1.62315 -3.35520  0.0001
C2 0.66028 -0.89391 -3.62740  -0.0002
H1 -1.46086 -0.88466 -3.20782  0.0001
H2 -0.94338 -2.20784 -4.25076  0.0000
H3 0.99058 -0.28302 -2.76949  -0.0003
H4 0.52056 -0.21145 -4.47300  0.0000
H5 1.45622 -1.59377 -3.90680  0.0000
C3 0.46438 -3.01754 -1.64877  0.0003
C4 0.67336 -4.46855 -2.04180  0.0000
H6 0.33088 -2.93594 -0.55980  0.0003
H7 1.34045 -2.40758 -1.91237  0.0000
H8 -0.22462 -5.06983 -1.85081  0.0000
H9 1.49621 -4.90180 -1.46728  0.0000
H10 0.91136 -4.55240 -3.10431  0.0000
C5 -4.26737 -4.98732 -0.63099  0.0000
C6 -3.89731 -4.81462 -3.04877  0.0000
C7 -3.17008 -5.69134 0.14083  0.0000
H11 -5.03379 -5.72193 -0.94581  0.0000
H12 -4.73563 -4.25190 0.03883  0.0000
H13 -2.68264 -6.45507 -0.47399  0.0000
H14 -3.63434 -6.18657 0.99852  0.0000
H15 -2.43426 -4.97310 0.52065  0.0000
C8 -3.24767 -6.17842 -3.15051  0.0000
H16 -3.39593 -4.10403 -3.72157  0.0000
H17 -4.95722 -4.88436 -3.35723  0.0000
H18 -2.19542 -6.12745 -2.84898  0.0000
H19 -3.29588 -6.52121 -4.18666  0.0000
H20 -3.77310 -6.91398 -2.53321  0.0000
H21 -2.71239 -2.09012 -1.61420  0.0000
Co1 -0.38931 0.51044 -0.00993  2.7284
C9 -3.41292 -1.42752 -1.04501  0.0056
Si1 -5.18662 -1.29528 -1.69693  0.0008
H22 -3.42537 -1.81071 -0.01722  0.0002
H23 -2.93101 -0.44261 -0.99916  0.0052
C10 -5.17414 -1.26421 -3.57373  0.0001
C11 -6.01209 0.27343 -1.05058  0.0002
C12 -6.39623 -2.63313 -1.15173  0.0002
C13 -1.63849 1.57652 -1.07358  0.0342
Si2 -1.16899 3.29325 -0.45582  0.0073
H24 -2.69283 1.30607 -0.90882  0.0146
H25 -1.41232 1.41532 -2.14463  0.0070
C14 -2.76531 4.27564 -0.25252  0.0009
C15 0.03177 4.04291 -1.68576  0.0005
C16 -0.31194 3.28488 1.22170  0.0032
H26 -7.30257 -2.60422 -1.77103  0.0000
H27 -6.69291 -2.47292 -0.10379  0.0000
H28 -6.00396 -3.64936 -1.24293  0.0000
H29 -4.66197 -0.36508 -3.94575  0.0000
H30 -6.21344 -1.24344 -3.94240  0.0000
H31 -4.68162 -2.15213 -3.99236  0.0000
H32 -5.31732 1.11860 -0.97659  0.0001
H33 -6.44576 0.09320 -0.05533  0.0000
H34 -6.83752 0.57640 -1.70987  0.0000
H35 -0.26460 3.78514 -2.71084  0.0000
H36 1.04789 3.65707 -1.51710  0.0000
H37 0.05305 5.13861 -1.59726  0.0001
H38 0.78142 3.31654 1.10947  0.0000
H39 -0.57321 2.42371 1.85923  0.0021
H40 -0.62523 4.19814 1.75064  0.0005
H41 -2.54228 5.33680 -0.07341  0.0002
H42 -3.33696 3.89234 0.60552  0.0000
H43 -3.39840 4.19463 -1.14663  0.0000
Cl1 4.70112 -1.24007 3.86984  0.0032
C17 3.78200 -0.61811 2.56745  0.0126
C18 4.34500 0.30630 1.68276  -0.0037
C19 3.60291 0.88698 0.64151  0.0167
I1 4.43102 2.22087 -0.71249  0.0038
C20 2.22558 0.55726 0.54042  -0.0003
O3 1.39678 1.10535 -0.30597  0.0888
C21 1.67371 -0.40032 1.43039  0.0013
N1 0.32513 -0.61790 1.24071  0.0247
C22 -0.26600 -1.63444 1.91868  0.0249
C23 0.44471 -2.36772 2.88536  -0.0004
C24 1.76169 -2.05895 3.18130  0.0124
C25 2.42170 -1.06403 2.43059  -0.0012
H44 5.38504 0.58578 1.79612  -0.0003
H45 -1.29818 -1.84179 1.65015  0.0042
H46 -0.06203 -3.18707 3.39398  -0.0002
H47 2.31202 -2.58412 3.95894  0.0007

Below is a cluster of 2 separate species, C4H9PS in total at a distorted geometry, with properties calculated with wB97M-V/def2-TZVPD.

As for the orbital gap: 6.39 eV. For the energy relative to the best compared isomer or geometry (same formula, charge and spin), the calculation gives 600.67 kJ/mol. As for the total charge: 0.

Last column: natural (NBO) charge in e.
Element x y z (Å)
C1 -1.73748 -1.37676 -0.12405  0.1377
C2 -1.99315 -0.85197 1.22306  -0.7797
C3 -0.41130 -1.86422 -0.29236  -0.8163
C4 1.38734 2.41070 -0.42488  -0.7828
P1 2.57301 -0.07565 -1.71262  0.0318
S1 2.88434 1.81295 -1.32704  0.0903
H1 -2.97613 -1.43151 1.47169  0.2697
H2 -2.07536 0.29581 1.29506  0.2605
H3 -1.14348 -1.10313 1.81023  0.1754
H4 -0.23944 -2.64451 -1.15639  0.2294
H5 0.12079 -0.95853 -0.66975  0.3080
H6 0.24749 -2.12417 0.49254  0.1929
H7 1.44069 2.20118 0.61141  0.2239
H8 0.40777 2.09624 -0.80637  0.2394
H9 1.51491 3.61357 -0.39053  0.2197

Below is an isolated molecule of C11H14N2O4 at a distorted geometry, with properties calculated with wB97M-V/def2-TZVPD.

As for the orbital gap: 9.27 eV. Its SMILES is NCC(=O)N[C@@H](Cc1ccc(O)cc1)C(=O)O. For the energy relative to the best compared isomer or geometry (same formula, charge and spin), the calculation gives 114.87 kJ/mol. As for the total charge: 0.

Last column: natural (NBO) charge in e.
Element x y z (Å)
C1 -0.78191 -0.33228 -3.47516  -0.3428
C2 -0.30500 0.80024 -2.51527  0.6465
C3 -1.40455 -0.24047 -0.60331  -0.1461
C4 -1.93426 0.35258 0.74238  0.8095
C5 -0.44922 -1.39376 -0.32092  -0.4365
C6 0.59602 -0.93315 0.65105  -0.0851
C7 1.63150 -0.08351 0.26951  -0.1796
C8 0.53188 -1.27473 2.04073  -0.1783
C9 2.61154 0.33915 1.14239  -0.2919
C10 1.51919 -0.89458 2.93689  -0.2616
C11 2.58967 -0.13098 2.43832  0.2994
H1 -2.34883 0.57680 -4.56899  0.3626
H2 -2.73096 0.02952 -3.10556  0.3368
H3 -0.77873 -1.43006 -3.17993  0.2142
H4 -0.11893 -0.28647 -4.42755  0.2346
H5 -0.36313 1.64151 -0.69351  0.4470
H6 -2.30270 -0.61819 -1.12396  0.2301
H7 0.10707 -1.56889 -1.30266  0.2339
H8 -0.99096 -2.33050 0.08819  0.2448
H9 1.73637 0.14010 -0.87157  0.2231
H10 -0.38785 -1.79251 2.37656  0.2098
H11 3.43899 0.89844 0.75433  0.2203
H12 1.37267 -1.01764 4.01002  0.2316
H13 4.27490 0.46858 3.03560  0.4772
H14 -3.11971 -0.07815 2.17277  0.4999
N1 -2.16123 -0.22594 -3.96216  -0.8116
N2 -0.78893 0.88846 -1.27731  -0.6242
O1 0.51728 1.64991 -2.96443  -0.6257
O2 -1.66126 1.41929 1.22144  -0.5708
O3 3.41620 0.35897 3.38308  -0.6675
O4 -2.86801 -0.49331 1.31902  -0.6995

Below is a cluster of 2 separate species, C10H16 in total at a distorted geometry, with properties calculated with wB97M-V/def2-TZVPD.

As for the orbital gap: 9.94 eV. Its SMILES is CCc1ccccc1.CC. For the energy relative to the best compared isomer or geometry (same formula, charge and spin), the calculation gives 194.76 kJ/mol. As for the total charge: 0.

Last column: natural (NBO) charge in e.
Element x y z (Å)
C1 0.88178 3.31340 -0.65519  -0.6022
C2 -0.34472 3.66853 -1.42940  -0.6197
H1 1.36244 4.16181 -0.15507  0.2061
H2 0.76370 2.58638 0.02212  0.1948
H3 1.58722 2.89406 -1.33524  0.2067
H4 -1.21975 3.61322 -0.84692  0.2006
H5 -0.35008 4.73840 -1.74243  0.2049
H6 -0.68900 3.12480 -2.30182  0.2105
C3 0.50860 -0.74100 2.17214  -0.4145
C4 1.98425 -1.24158 2.31931  -0.6012
C5 -0.01576 -0.92724 0.79145  -0.0198
C6 -0.51896 0.12237 0.09725  -0.2070
C7 -0.15475 -2.19571 0.27824  -0.2108
C8 -1.31003 -0.08131 -1.05996  -0.2109
C9 -0.58193 -2.34961 -1.07794  -0.1861
C10 -1.14191 -1.21120 -1.71933  -0.2272
H7 -0.09953 -1.20026 2.87241  0.2124
H8 0.43841 0.31617 2.34604  0.1973
H9 1.99123 -2.44437 2.50734  0.1991
H10 -0.27754 1.04331 0.53352  0.2005
H11 -0.09102 -3.05505 0.91063  0.2064
H12 -1.85241 0.68667 -1.62135  0.2171
H13 -0.64000 -3.29388 -1.52279  0.2056
H14 -1.74520 -1.49792 -2.61592  0.2105
H15 2.37352 -0.65063 3.19118  0.2133
H16 2.60861 -1.16257 1.45891  0.2136

Below is a cluster of 2 separate species, CH5PS in total at a distorted geometry, with properties calculated with wB97M-V/def2-TZVPD.

As for the orbital gap (spin up / spin down): 8.26 / 8.26 eV. For the energy relative to the best compared isomer or geometry (same formula, charge and spin), the calculation gives 387.66 kJ/mol. As for the total charge: 0.

Last column: natural (NBO) charge in e.
Element x y z (Å)
C1 -1.23496 -0.41241 0.02257  -0.5614
P1 1.15278 0.73943 0.56280  0.2854
S1 0.13824 -1.17311 0.70147  0.0337
H1 -2.04381 -0.97812 -0.21094  0.2029
H2 -0.67171 0.25700 -1.74461  -0.0941
H3 -1.33822 0.62324 0.21256  0.2154
H4 2.33365 0.29892 1.05185  -0.0350
H5 1.66403 0.64504 -0.59570  -0.0469

Below is an isolated molecule of C5H6O, with properties calculated with wB97M-V/def2-TZVPD.

As for the orbital gap: 10.43 eV. Its SMILES is CC#CCC=O. For the energy relative to the best compared isomer or geometry (same formula, charge and spin), the calculation gives 193.78 kJ/mol. As for the total charge: 0.

Last column: natural (NBO) charge in e.
Element x y z (Å)
C1 2.20752 -0.46760 0.20063  -0.6872
C2 0.92932 0.23072 0.25679  0.0319
C3 -0.10064 0.86506 0.25409  -0.0386
C4 -1.56055 0.94381 0.11525  -0.5601
C5 -1.71758 -0.43737 -0.50365  0.4561
O1 -2.14930 -1.38894 0.09276  -0.5253
H1 2.55606 -0.76555 1.19363  0.2402
H2 2.93789 0.20488 -0.25149  0.2405
H3 2.14549 -1.37302 -0.41622  0.2414
H4 -1.94531 1.74787 -0.52322  0.2397
H5 -2.05967 0.95819 1.08634  0.2489
H6 -1.24321 -0.51806 -1.50491  0.1124

Below is a structure of composition C4H4N2O at a distorted geometry, with properties calculated with wB97M-V/def2-TZVPD.

As for the orbital gap: 10.95 eV. For the energy relative to the best compared isomer or geometry (same formula, charge and spin), the calculation gives 184.27 kJ/mol. As for the total charge: 0.

Last column: natural (NBO) charge in e.
Element x y z (Å)
C1 -0.85635 0.21328 -1.84178  0.4177
C2 0.39856 0.99308 0.11761  0.6914
C3 0.45686 0.07389 1.26664  -0.5314
C4 -0.09510 -0.96239 0.34399  -0.1806
N1 -1.12787 0.17017 -2.95645  -0.3235
N2 -0.54854 0.23626 -0.54112  -0.5036
O1 0.85658 1.99958 -0.32791  -0.5188
H1 1.47567 -0.29847 1.50810  0.2450
H2 -0.11136 0.51791 2.08276  0.2642
H3 0.55991 -1.48703 -0.34467  0.2209
H4 -1.00835 -1.45629 0.69283  0.2188

Number 1: molar mass 665.45 g/mol. Number 2: molar mass 687.12 g/mol. Number 3: molar mass 120.16 g/mol. Number 4: molar mass 238.24 g/mol. Number 5: molar mass 136.24 g/mol. Number 6: molar mass 80.09 g/mol. Number 7: molar mass 82.10 g/mol. Number 8: molar mass 96.09 g/mol.